41
Properties=species:S:1:pos:R:3:forces:R:3 method="wB97M-V/def2-TZVPD" total_charge=+1 energy_ev=-19419.193 molar_mass_g_mol=343.2 multiplicity=1 homo_lumo_gap_ha=0.345
Cs 3.0686 0.3213 -0.1264 0.39 0.19 -0.06
O 2.8678 -2.9530 -0.2026 -0.25 0.23 0.25
O -1.4850 2.3456 3.9390 -0.04 -0.02 -0.06
O -2.1985 -0.0016 -3.1752 -0.01 -0.01 0.10
N 0.1692 0.2959 -1.4971 0.22 0.28 0.03
N 1.4151 0.6083 2.4436 -1.02 0.16 0.15
C 0.0445 2.4441 1.4655 0.40 -0.26 -0.29
C 2.5684 -4.3251 0.0496 0.03 -0.98 -0.27
C -1.1164 -0.9063 -3.2110 -0.39 -0.34 0.05
C 1.3707 -1.2304 -2.9689 0.46 0.81 0.51
C -2.2320 0.8918 -4.2615 0.44 0.37 -0.50
C 0.2146 -0.2517 -2.8614 -0.33 -0.67 -0.28
C 0.4753 1.7353 2.7424 0.19 0.14 -0.75
C -0.7467 1.2385 3.5020 0.35 0.21 0.62
C -2.5796 1.9900 4.7688 0.14 0.19 -0.02
H -3.2598 1.3263 4.2282 -0.11 0.02 0.11
H 1.4716 0.1144 3.3341 0.42 -0.20 -0.18
H -1.3414 0.5783 2.8514 -0.05 0.02 -0.03
H 2.0749 -2.4864 0.0786 -0.04 -0.04 -0.07
H 0.8736 -0.0219 1.8438 0.00 -0.09 0.22
H -0.0099 -0.4711 -0.8494 -0.18 -0.09 -0.17
H 1.9162 -4.7581 -0.7175 -0.10 0.30 0.04
H 3.4781 -4.9215 0.0028 0.18 0.34 0.10
H 2.2587 -0.6340 -2.7311 0.15 -0.27 -0.16
H 1.3139 -2.0094 -2.2050 -0.10 -0.27 -0.30
H 0.9268 2.7480 0.8922 -0.08 0.21 0.10
H -3.1420 1.4807 -4.2115 -0.10 -0.09 0.13
H 2.1098 -4.4867 1.0260 0.05 0.16 0.03
H -2.1907 0.3831 -5.2324 -0.15 -0.19 0.13
H -1.3789 1.5851 -4.2552 -0.12 0.01 0.12
H -0.5384 1.8010 0.7980 -0.11 -0.07 0.20
H -1.3666 -1.6566 -2.4522 0.17 0.01 0.05
H 1.0600 2.4706 3.2973 -0.24 -0.16 0.46
H -0.6564 0.8858 -1.4192 0.08 0.06 -0.01
H 0.4167 0.5428 -3.5821 -0.09 0.25 0.24
H 1.5392 -1.6176 -3.9691 -0.26 -0.27 0.03
H -0.5498 3.3191 1.7107 -0.02 0.05 -0.04
H -1.0895 -1.4550 -4.1618 0.14 0.26 -0.14
H -0.4290 0.6461 4.3767 0.01 -0.05 -0.08
H -2.2481 1.5154 5.6991 0.08 -0.13 -0.12
H -3.0750 2.9186 5.0410 -0.13 -0.05 -0.13



47
Properties=species:S:1:pos:R:3:forces:R:3 method="wB97M-V/def2-TZVPD" total_charge=-3 energy_ev=-31428.869 molar_mass_g_mol=391.9 multiplicity=1 homo_lumo_gap_ha=0.062
Sr 17.6103 22.1353 -12.1175 -3.17 1.84 0.70
O 20.0763 22.4082 -11.4874 0.65 0.00 -0.03
O 18.3416 20.0490 -10.4666 0.38 0.20 0.29
O 15.3803 20.9772 -11.5980 0.11 -0.98 -0.36
O 18.0279 24.4342 -13.1227 0.51 -0.20 -0.12
O 15.0399 23.5484 -11.9922 -0.29 0.00 -0.11
O 18.4505 20.2875 -13.5142 0.84 -0.53 -0.33
O 16.9377 22.7122 -9.7650 0.79 -0.02 0.58
O 16.0281 22.2623 -14.1493 0.20 -0.91 -0.41
N 22.1751 22.3023 -10.5945 -0.46 0.16 0.04
N 18.6251 19.0272 -15.3929 0.10 -0.06 -0.16
N 18.9877 18.0595 -9.5540 -0.12 0.05 -0.27
C 20.8284 22.0449 -10.6168 -0.08 -0.23 0.01
C 22.8731 22.1213 -9.3461 0.32 -0.18 0.07
C 20.0545 19.1757 -15.5033 0.30 -0.30 -0.19
C 17.9340 19.6573 -14.4117 -0.51 0.08 0.08
C 19.4979 18.6500 -8.3487 -0.01 0.46 0.08
C 18.4566 18.8541 -10.5288 0.06 -0.47 -0.21
C 22.6851 23.2920 -11.5018 0.62 0.42 -0.24
C 19.1769 16.6491 -9.7501 -0.08 -0.12 0.03
C 17.9340 18.1233 -16.2889 -0.55 0.04 0.43
H 18.4993 16.0639 -9.1149 0.10 -0.03 0.06
H 22.5141 22.7979 -8.5624 -0.03 -0.05 0.04
H 23.9323 22.3347 -9.4911 0.02 -0.04 -0.06
H 20.5684 18.8827 -8.4300 -0.01 -0.16 0.08
H 19.3293 17.9743 -7.5098 0.03 0.01 0.05
H 22.8037 21.0839 -9.0142 -0.11 0.07 0.13
H 23.5991 22.9480 -12.0030 -0.12 -0.16 0.04
H 20.3331 19.3800 -16.5441 -0.09 0.14 0.04
H 20.5957 18.2628 -15.2198 -0.11 0.07 0.16
H 17.1253 18.6392 -16.8143 0.16 0.04 -0.21
H 18.1414 18.2737 -11.4103 -0.08 -0.01 -0.05
H 20.4893 21.4299 -9.7692 -0.03 0.01 -0.01
H 14.9069 24.4454 -11.6415 0.38 -0.08 0.01
H 15.5401 20.1476 -11.1153 0.01 0.27 0.23
H 21.9379 23.5282 -12.2544 -0.09 -0.03 0.06
H 18.6345 17.6811 -16.9890 0.05 0.08 -0.12
H 22.9706 24.2105 -10.9676 -0.23 -0.03 -0.01
H 18.9724 19.5927 -8.1771 -0.01 -0.10 0.04
H 18.9818 24.3011 -13.1005 0.40 0.26 -0.01
H 18.9622 16.3739 -10.7825 0.03 0.06 -0.04
H 20.3879 19.9932 -14.8707 -0.07 0.02 0.04
H 16.7459 22.3334 -14.7949 0.05 0.50 -0.19
H 16.8383 19.5767 -14.4822 0.03 0.01 -0.01
H 20.2078 16.3650 -9.5248 0.00 -0.06 -0.05
H 17.4495 17.3119 -15.7330 0.18 -0.08 -0.04
H 17.6204 22.4801 -9.1135 -0.10 0.04 -0.04



44
Properties=species:S:1:pos:R:3:forces:R:3 method="wB97M-V/def2-TZVPD" de_lowest_kcal_mol=9.1 total_charge=+2 energy_ev=-49227.835 s_squared=6.01 molar_mass_g_mol=310.2 multiplicity=5 homo_lumo_gap_ha="0.189 / 0.203"
Ti 2.2035 -8.8776 17.1367 -0.39 1.55 0.73
O 0.9980 -10.9014 16.5844 0.51 0.97 -0.03
O 0.1958 -8.4598 18.5668 1.22 -2.41 -1.82
O 3.5206 -9.4224 15.4250 -1.81 0.43 0.12
O 0.4752 -7.6113 15.5565 2.03 -1.66 0.09
O 5.5425 -6.7311 17.4993 -0.94 -0.94 -1.54
O 3.3519 -10.0461 18.8318 -1.18 -0.03 -3.35
O 3.1974 -6.6056 17.5818 -1.05 -1.36 -1.27
O 4.5561 -4.7305 17.8327 -0.10 2.31 -1.08
C 4.3317 -6.0708 17.7007 -1.26 -2.76 2.36
C 4.7173 -10.1575 15.2953 0.90 -0.15 0.80
C 5.8790 -4.4561 17.7148 1.65 -1.27 1.21
C -0.0356 -7.2128 19.1073 0.13 1.58 1.38
C -0.6511 -6.8033 15.4873 -2.16 0.87 0.03
C 0.9305 -12.0729 17.3870 -0.21 -0.93 1.25
C 3.7061 -9.9449 20.1454 1.56 0.09 3.10
C 6.5564 -5.8337 17.5448 -0.19 1.02 0.24
C 6.3510 -3.8129 19.0738 -0.24 -0.19 0.79
H 3.6870 -10.8896 20.6886 -0.90 -0.14 -0.09
H 0.1014 -6.3830 18.4138 0.05 -0.09 -0.16
H -0.5011 -8.7994 18.0006 -0.41 0.24 0.06
H -1.1278 -6.8684 16.4654 0.06 0.58 0.01
H 3.1261 -9.1744 20.6533 -0.15 -0.24 -0.13
H -1.4335 -7.1134 14.7946 0.25 -0.73 -0.20
H 0.2356 -12.8369 17.0382 0.07 0.27 -0.45
H 7.1863 -5.8307 16.6552 0.34 -0.32 -0.08
H 3.3468 -9.0055 14.5779 -0.10 0.24 -0.04
H 0.7405 -7.1727 19.8716 -0.23 0.64 0.17
H 7.0646 -6.2484 18.4154 1.14 0.73 0.33
H 3.5073 -10.9252 18.4787 0.23 -0.18 0.27
H -1.0122 -7.1309 19.5844 -0.01 -0.12 -0.03
H 1.9032 -12.5469 17.5180 0.18 0.13 -0.52
H 4.7738 -10.6347 14.3169 0.28 0.19 0.12
H -0.4742 -5.7804 15.1547 0.58 0.08 0.53
H 5.9712 -2.8237 19.3293 0.43 0.29 -0.95
H 4.7258 -10.9184 16.0757 -0.02 -0.08 -0.16
H 7.4296 -3.9691 19.0886 -0.03 0.66 0.08
H 4.7607 -9.7115 20.2920 0.19 0.58 -0.47
H 0.6137 -8.1288 14.7599 -0.31 0.35 -0.36
H 0.3495 -10.9055 15.8765 -0.10 -0.23 0.01
H 5.9263 -4.3788 19.9030 0.08 -0.62 -0.21
H 0.6086 -11.8347 18.4008 -0.16 0.36 -0.04
H 5.4867 -9.4261 15.5425 0.61 -0.50 -0.53
H 6.2021 -3.8569 16.8636 -0.53 0.78 -0.14



49
Properties=species:S:1:pos:R:3:forces:R:3 method="wB97M-V/def2-TZVPD" smiles="COB(O)O[P@](=O)(O)OB(O)O.CCOCC.CCOCC" total_charge=0 energy_ev=-40892.029 molar_mass_g_mol=347.9 multiplicity=1 homo_lumo_gap_ha=0.330
P -4.1297 -1.4727 1.3783 1.98 -0.78 6.34
O -0.9219 -0.5216 1.1912 -2.83 0.15 -3.56
O -1.0608 -1.8883 -0.9266 -1.57 3.82 1.13
O -3.2516 -0.8729 0.0012 -0.26 -2.10 2.77
O -5.7560 -0.8428 1.5409 2.95 0.55 -3.84
O 2.2754 -3.1168 -0.2401 0.04 0.10 -0.06
O -6.5187 1.5328 0.9868 2.72 -2.39 -1.65
O 0.9633 4.1593 -0.4928 -0.11 -0.11 0.00
O -4.2764 -3.2388 1.2503 -0.61 4.34 -2.62
O -6.0036 -0.0049 -0.9486 -0.45 -2.20 3.33
O -3.4155 -1.2188 2.7810 -2.72 -0.81 -5.99
C 2.2791 3.6175 -0.5828 -0.03 0.06 0.08
C -0.9085 0.9340 0.9244 0.14 0.75 1.27
C 2.6952 -3.7711 0.9546 0.03 0.00 -0.10
C 3.1654 3.9836 0.5956 -0.01 0.08 0.14
C 1.4498 6.2817 -1.6448 0.04 -0.06 -0.19
C 3.8869 -4.6929 0.7538 0.15 -0.01 -0.14
C 1.8607 -3.9596 -1.3128 -0.07 0.02 0.17
C 0.6807 -4.8495 -0.9609 -0.17 -0.03 0.17
C 0.8653 5.5799 -0.4300 0.04 -0.03 -0.10
B -1.7969 -1.0885 0.1160 3.01 -0.57 0.30
B -6.0575 0.1787 0.5197 -1.09 2.16 -0.78
H 1.8551 -4.3057 1.4081 0.01 -0.07 -0.02
H 2.7115 3.6484 1.5343 0.07 0.00 -0.14
H -6.0999 -0.9951 -1.1744 0.44 2.32 0.44
H 2.7424 3.9080 -1.5316 0.05 0.06 0.03
H -4.6000 -3.3657 0.2990 0.57 -0.29 1.69
H -0.1415 1.1496 0.0647 -1.56 -0.10 1.62
H -0.1735 -4.2433 -0.6407 0.17 -0.05 -0.12
H 0.3816 -5.4456 -1.8281 0.05 0.07 0.06
H 4.1887 -5.1404 1.7062 -0.04 0.09 -0.11
H -0.4787 -1.1830 -1.3812 -0.88 -1.86 1.15
H 1.3183 5.9496 0.4950 0.08 0.03 -0.02
H 0.9569 5.9348 -2.5620 0.05 0.10 0.20
H 2.5179 6.0843 -1.7553 -0.01 0.09 0.05
H -0.2012 5.8185 -0.3667 0.10 -0.28 0.02
H 3.6618 -5.5051 0.0599 -0.02 -0.03 0.09
H 1.3167 7.3652 -1.5611 -0.02 -0.15 0.00
H 2.7075 -4.5510 -1.6767 -0.01 -0.08 0.02
H 3.3174 5.0627 0.6738 0.07 -0.07 -0.06
H 4.7370 -4.1357 0.3398 -0.16 -0.08 0.13
H 2.9761 -2.9839 1.6615 -0.14 0.06 -0.26
H 0.9159 -5.5379 -0.1457 0.05 -0.04 -0.12
H 2.1688 2.5272 -0.6156 -0.21 0.21 -0.01
H -0.5720 1.4482 1.9446 -0.61 -1.03 -2.43
H -5.9540 2.2432 0.5447 -1.35 -1.42 0.63
H 1.5701 -3.2987 -2.1378 0.12 0.07 0.27
H -1.9950 1.3103 0.6972 2.12 -0.50 0.20
H 4.1476 3.5127 0.4937 -0.12 0.03 0.00



> The highest multiplicity belongs to which entry?

C9H26O8Ti